ORCA calculation (the ωB97M-V functional and the def2-TZVPD basis) on C2H4N2 as an isolated structure.

Summary:
- Strongest force on any atom: 4.02 eV/A
- Relative energy (zero: lowest compared OMol25 entry of this formula, charge and spin): 8.010 eV
- Orbital gap (alpha / beta): 8.566 / 8.175 eV
- Multiplicity: 1

Positions of all 8 atoms, in Å:
N: -0.51 1.19 -0.28
H: 1.45 -2.22 0.79
H: -0.64 1.61 -1.21
C: 0.27 -0.56 -0.02
H: -1.81 -0.52 -0.58
H: 1.50 1.33 0.56
N: 0.86 0.73 -0.13
C: -0.98 -0.14 -0.18

=====

ORCA calculation (the ωB97M-V functional and the def2-TZVPD basis) on C11H27Cl2FN2O8PV as an isolated structure.

Summary:
- Strongest force on any atom: 4.64 eV/A
- Relative energy (zero: lowest compared OMol25 entry of this formula, charge and spin): 0.000 eV
- Orbital gap: 7.325 eV
- Multiplicity: 1

Positions of all 53 atoms, in Å:
H: -0.98 2.83 -1.82
O: -2.34 1.48 -2.63
H: -4.08 -1.05 -5.21
H: -0.45 1.19 -1.67
C: -3.74 -0.15 -4.70
O: 1.17 -3.11 -1.85
O: -3.99 -0.23 -3.30
O: 4.07 -1.39 3.08
H: 3.73 -1.81 0.10
C: -0.98 1.87 -2.34
P: -2.86 0.04 -2.26
H: 3.54 0.39 -0.73
H: -2.11 0.94 0.16
N: 2.14 -0.64 2.20
O: -1.80 -0.97 -2.15
H: -4.20 0.76 -5.09
H: 1.53 -0.69 1.39
C: 1.90 0.38 3.18
H: 0.60 3.25 1.94
H: 3.82 1.94 -1.50
Cl: -2.07 -4.25 3.13
C: 3.41 -2.33 1.00
H: 1.32 0.01 4.04
N: 1.92 1.66 -0.47
C: 3.25 -1.41 2.17
C: 3.05 1.22 -1.24
H: 2.50 -2.88 0.74
H: -2.68 -0.04 -4.96
O: -3.76 0.26 -1.00
C: -1.21 -2.89 2.34
H: -1.63 -2.83 1.34
H: 2.84 0.76 3.57
O: 0.73 -0.78 -2.89
C: 0.45 3.01 0.89
H: -3.74 1.50 0.64
O: 2.47 3.83 -0.07
C: 1.73 2.88 0.09
Cl: -1.04 -1.51 4.69
H: -2.57 -1.31 2.89
H: -0.19 2.13 0.81
H: 1.24 0.94 -0.28
H: -0.15 -3.14 2.31
F: 0.31 -0.88 -0.22
H: 2.70 0.90 -2.23
C: -3.16 0.67 0.24
V: 0.13 -1.92 -1.93
H: -0.88 -0.83 2.46
C: -1.52 -1.55 2.97
H: -0.16 3.81 0.45
H: 4.12 -3.11 1.27
H: 1.30 1.19 2.75
H: -3.24 -0.15 0.95
H: -0.44 2.00 -3.27

=====

ORCA calculation (the ωB97M-V functional and the def2-TZVPD basis) on C32H56AgBN4O4P2Si as an isolated structure.

Summary:
- Strongest force on any atom: 0.12 eV/A
- Charge: -2
- Relative energy (zero: lowest compared OMol25 entry of this formula, charge and spin): 0.000 eV
- Orbital gap: 6.052 eV
- Multiplicity: 1

Positions of all 101 atoms, in Å:
C: -3.38 2.12 0.53
H: -3.91 -0.55 2.34
H: 4.91 1.22 -2.29
C: 0.40 1.96 -1.70
C: -3.43 3.50 -0.05
O: -2.71 3.82 -0.99
B: 1.88 -0.81 -0.11
O: -4.26 4.33 0.51
H: 0.38 -3.03 -4.06
N: -2.54 1.23 0.00
C: 5.80 1.74 -0.39
H: -0.94 -5.05 -2.26
H: -1.73 1.05 -4.25
H: 0.62 -2.05 6.01
C: 4.83 1.15 -1.21
H: 1.23 -0.41 5.75
H: -2.16 -0.70 0.49
H: -2.15 -0.43 4.10
H: -0.69 -3.24 4.34
H: 2.76 -0.08 3.17
C: -4.11 1.54 1.61
H: 0.02 1.31 -0.91
H: -3.69 -2.79 1.05
H: 2.17 -1.66 2.68
C: -3.22 -3.70 0.67
H: 6.49 2.09 1.61
C: 0.51 1.72 3.27
H: 1.82 2.31 -4.10
H: -0.61 0.10 -5.85
C: 2.11 -0.59 2.46
C: 5.72 1.63 0.99
Ag: 0.04 -1.94 -0.38
H: 1.24 3.51 2.32
C: 3.78 0.47 -0.61
H: 3.02 -0.57 -5.17
C: 0.92 -1.05 -4.80
H: -2.72 -4.19 1.51
H: 1.36 3.05 4.73
O: -5.57 1.36 3.44
O: -5.48 3.32 2.36
C: 4.67 0.94 1.60
Si: -1.98 -3.32 -0.75
C: 1.21 1.97 4.60
H: -3.97 -3.37 -2.32
H: -4.02 -4.37 0.32
H: 2.11 -2.72 -4.02
H: -1.89 0.73 -2.51
H: -1.54 1.92 4.07
H: 1.31 -3.04 -5.57
H: -0.81 3.42 3.46
C: 3.70 0.36 0.80
H: 4.62 0.87 2.68
H: 0.46 -2.95 3.02
C: 0.10 1.39 -3.09
H: -2.58 -2.55 -3.06
H: 2.87 0.72 -3.02
H: 3.03 -1.03 -3.06
C: -0.40 -0.93 -5.56
C: -3.64 0.25 1.68
N: 2.56 -0.35 1.10
C: 2.04 -0.44 -5.64
H: 0.38 3.33 -3.97
H: 2.19 1.50 4.65
H: 1.90 -1.77 4.84
C: 0.98 -1.35 5.25
P: 0.33 -0.07 2.70
H: -1.22 -2.47 2.83
H: 0.62 1.62 5.45
C: -1.38 -0.66 4.84
H: -4.82 3.88 1.35
H: 2.34 2.14 2.13
H: -1.21 0.24 5.43
C: -1.56 -5.09 -1.36
C: 1.20 -2.55 -4.60
C: 0.72 2.31 -4.15
C: -5.14 2.10 2.55
C: -0.40 -2.53 3.55
N: 2.71 -0.20 -1.16
C: -1.43 1.38 -3.26
C: -0.90 2.34 3.29
H: 1.47 2.12 -1.54
H: 6.63 2.27 -0.84
H: 0.42 2.03 -5.16
C: -3.14 -2.68 -2.13
H: -1.24 -1.30 -4.97
N: -2.72 0.12 0.71
C: 2.48 -0.21 -2.59
H: 2.08 -0.95 -6.61
C: -0.10 -1.16 4.18
H: 1.88 0.62 -5.83
C: 1.29 2.42 2.15
H: -3.56 -1.70 -1.87
H: -2.46 -5.66 -1.59
H: -0.35 -1.53 -6.48
H: -0.99 -5.64 -0.60
H: -1.78 -1.43 5.51
H: 0.86 2.21 1.17
H: -0.12 2.92 -1.59
H: -1.82 2.38 -3.08
P: 0.68 -0.39 -3.04
H: -1.40 2.19 2.33

=====

ORCA calculation (the ωB97M-V functional and the def2-TZVPD basis) on C4H6O2 as an isolated structure.

Summary:
- Strongest force on any atom: 1.61 eV/A
- Relative energy (zero: lowest compared OMol25 entry of this formula, charge and spin): 2.464 eV
- Orbital gap: 10.103 eV
- Multiplicity: 1

Positions of all 12 atoms, in Å:
C: -1.22 -0.23 0.25
C: 1.35 -0.05 0.80
C: -0.40 -0.24 -1.04
H: -2.31 -0.21 0.26
H: 0.02 -1.20 -1.36
H: 1.02 1.53 -0.67
C: 0.48 0.70 -0.22
H: -0.87 0.29 -1.87
H: 2.11 0.55 1.34
O: 1.21 -1.22 1.10
H: -0.72 -1.01 0.87
O: -0.68 1.10 0.55

=====

ORCA calculation (the ωB97M-V functional and the def2-TZVPD basis) on C16H25OSSn as an isolated structure.

Summary:
- Strongest force on any atom: 1.68 eV/A
- Charge: +1
- Relative energy (zero: lowest compared OMol25 entry of this formula, charge and spin): 0.000 eV
- Orbital gap (alpha / beta): 5.177 / 5.175 eV
- Multiplicity: 1

Positions of all 44 atoms, in Å:
H: 0.74 -4.57 0.12
H: -0.01 -3.31 1.16
C: -2.30 0.82 -1.39
C: 1.92 1.56 -1.57
C: 1.36 2.36 -0.56
H: -0.74 4.27 1.52
H: -1.67 3.47 3.96
C: -1.63 3.77 1.11
S: -1.98 2.20 1.96
C: -2.53 0.02 -0.25
C: 1.32 -2.69 -0.49
H: -2.72 1.82 -1.56
H: -3.22 0.29 0.54
H: 2.32 -2.34 1.44
H: -3.38 3.33 3.55
C: -1.99 -1.29 -0.48
H: 2.08 -3.99 -1.89
H: -1.07 -2.17 -2.40
H: 1.99 1.87 -2.61
C: -2.45 2.81 3.61
C: 2.51 0.39 -0.98
H: -2.54 1.95 4.26
O: -0.70 1.40 2.02
C: 2.26 0.48 0.44
H: -1.36 0.38 -3.40
C: 1.61 -2.98 -1.92
C: -1.43 -1.30 -1.85
H: 0.91 3.35 -0.68
C: -1.60 0.05 -2.37
C: 2.55 -2.62 0.40
H: 1.57 2.22 1.65
C: 0.25 -3.57 0.12
H: -2.06 -2.14 0.19
H: -2.56 4.36 1.29
H: 0.73 -3.02 -2.58
H: -1.51 3.53 0.05
C: 1.62 1.74 0.68
H: 2.32 -2.28 -2.40
H: -0.69 -3.63 -0.45
H: 2.46 -0.28 1.20
H: 3.36 -1.96 0.05
H: 2.92 -3.68 0.39
H: 3.15 -0.33 -1.49
Sn: 0.20 -0.34 -0.37

=====

ORCA calculation (the ωB97M-V functional and the def2-TZVPD basis) on C9H16O2S3 as an isolated structure.

Summary:
- Strongest force on any atom: 8.91 eV/A
- Relative energy (zero: lowest compared OMol25 entry of this formula, charge and spin): 8.076 eV
- Orbital gap: 8.172 eV
- Multiplicity: 1

Positions of all 30 atoms, in Å:
C: -3.40 -0.78 -1.17
H: -3.98 -1.69 -1.75
H: -1.72 -1.75 -0.11
H: -3.36 -2.06 0.84
H: -1.59 1.67 -0.03
H: 5.84 2.51 0.15
H: 2.88 1.59 -0.69
C: 4.48 0.22 -0.53
C: -0.05 0.21 -0.60
H: -3.80 1.32 -0.16
H: 0.94 -1.13 1.18
S: 3.80 -0.92 0.68
C: 0.80 -0.83 0.07
C: -2.74 -1.28 0.14
H: -0.39 1.28 1.39
H: 4.11 -0.25 -1.60
C: -0.95 0.84 0.44
S: -2.33 0.00 1.43
H: -5.04 -0.10 0.27
H: -6.42 1.24 -1.09
C: -4.43 0.48 -0.64
C: 4.86 2.75 -0.22
C: 4.04 1.73 -0.49
H: 4.59 3.86 -0.43
H: 5.67 -0.04 -0.65
O: -5.45 0.92 -1.75
H: -2.62 -0.46 -2.03
S: 2.25 -1.66 -0.64
O: -3.29 0.91 1.86
H: -0.30 0.66 -1.89

=====

ORCA calculation (the ωB97M-V functional and the def2-TZVPD basis) on a 2-piece molecular cluster, C6H15N3O overall.

Summary:
- Strongest force on any atom: 3.82 eV/A
- SMILES: C=NN(C)C.CN(C)C=O
- Relative energy (zero: lowest compared OMol25 entry of this formula, charge and spin): 3.130 eV
- Orbital gap: 9.263 eV
- Multiplicity: 1

Positions of all 25 atoms, in Å:
N: -0.54 1.11 0.84
H: -1.15 0.18 2.61
C: 1.73 1.62 0.12
O: -0.09 -2.76 0.01
H: 0.91 0.05 -1.83
H: 1.09 0.84 3.12
H: 0.25 -0.95 -3.10
C: -0.83 -1.81 -0.14
N: 0.89 0.86 1.01
H: 2.41 0.95 -0.43
H: -2.06 -0.36 -2.78
H: -1.70 0.86 -1.50
H: 1.04 -1.78 -1.75
H: -2.38 0.41 1.26
C: -1.37 0.54 1.61
H: 1.11 2.15 -0.59
H: -2.82 -0.45 -1.17
C: 1.47 0.34 2.22
N: -0.79 -0.98 -1.25
H: 2.33 2.36 0.65
H: 1.29 -0.73 2.31
C: 0.43 -0.91 -2.02
H: 2.55 0.50 2.24
C: -1.91 -0.20 -1.70
H: -1.86 -1.82 0.27

=====

ORCA calculation (the ωB97M-V functional and the def2-TZVPD basis) on a 5-piece molecular cluster, C2H16N2O4 overall.

Summary:
- Strongest force on any atom: 5.20 eV/A
- SMILES: NCCN.O.O.O.O
- Relative energy (zero: lowest compared OMol25 entry of this formula, charge and spin): 2.143 eV
- Orbital gap: 9.698 eV
- Multiplicity: 1

Positions of all 24 atoms, in Å:
H: -0.86 -0.39 3.16
N: -0.38 1.43 0.54
H: 0.52 -2.75 0.46
H: -2.45 1.19 0.69
H: -1.99 2.17 -0.56
C: -1.70 1.21 -0.06
H: -2.68 -0.11 -1.55
C: -1.77 -0.06 -1.07
H: 2.89 -0.73 1.95
O: 2.26 -1.21 1.50
H: 1.43 -1.16 2.05
O: 0.64 -2.38 -0.45
N: -0.71 -0.36 -2.04
H: 0.87 1.33 -2.00
H: 2.06 2.10 -1.74
O: 1.06 2.08 -1.51
H: -0.39 2.33 1.05
H: -1.90 -0.96 -0.36
H: -1.07 -0.38 -2.94
O: -0.15 -0.44 2.59
H: 1.56 -2.22 -0.20
H: -0.26 -1.21 -1.75
H: -0.10 0.42 2.02
H: 0.32 1.65 -0.12

=====

ORCA calculation (the ωB97M-V functional and the def2-TZVPD basis) on one molecule with the formula C2H4N2OS2.

Summary:
- Strongest force on any atom: 7.80 eV/A
- SMILES: C=NSC(=S)NO
- Relative energy (zero: lowest compared OMol25 entry of this formula, charge and spin): 5.352 eV
- Orbital gap: 8.424 eV
- Multiplicity: 1

Positions of all 11 atoms, in Å:
H: 0.24 -1.91 -0.82
C: -0.24 -0.60 1.63
C: 0.49 1.86 -1.63
N: -0.51 -1.58 0.79
S: 0.42 1.03 0.86
H: -0.91 -2.55 1.15
O: -0.54 -1.10 -0.67
H: -0.19 2.28 -2.41
N: -0.22 1.37 -0.59
H: 1.62 1.94 -1.58
S: -0.16 -0.74 3.25

=====

ORCA calculation (the ωB97M-V functional and the def2-TZVPD basis) on a 2-piece molecular cluster, C6H8BrN2S overall.

Summary:
- Strongest force on any atom: 0.97 eV/A
- Charge: +1
- Relative energy (zero: lowest compared OMol25 entry of this formula, charge and spin): 1.244 eV
- Orbital gap: 6.959 eV
- Multiplicity: 1

Positions of all 18 atoms, in Å:
H: -0.41 2.62 0.11
N: -1.46 -0.29 0.38
H: -2.92 2.56 -0.15
C: 1.36 -1.44 -2.05
C: -2.63 0.39 0.17
C: 2.30 -0.21 1.33
H: 0.35 -1.24 -2.41
N: -0.94 1.76 0.16
C: 1.63 -1.59 -0.80
H: 2.51 -0.28 2.40
H: 2.12 -1.48 -2.82
H: -1.42 -1.28 0.54
C: -0.40 0.55 0.38
Br: -4.29 -0.49 0.08
C: -2.31 1.70 0.03
H: 3.11 0.30 0.82
S: 2.09 -1.88 0.70
H: 1.32 0.30 1.13

=====

ORCA calculation (the ωB97M-V functional and the def2-TZVPD basis) on C15H21AgBF2N5O4 as an isolated structure.

Summary:
- Strongest force on any atom: 0.68 eV/A
- Charge: -2
- Relative energy (zero: lowest compared OMol25 entry of this formula, charge and spin): 0.240 eV
- Orbital gap: 4.938 eV
- Multiplicity: 1

Positions of all 49 atoms, in Å:
C: 2.92 -2.03 0.14
F: 2.44 2.96 1.22
C: 3.00 1.22 -3.49
C: 1.88 1.94 -2.77
C: -3.00 -4.39 1.32
C: -5.07 -3.52 2.15
C: -3.13 -2.09 2.04
H: 1.11 -1.70 1.32
H: -3.81 4.75 -0.93
F: 2.24 2.45 3.36
H: -4.81 -5.55 1.48
C: 1.92 -1.13 0.86
O: -1.18 -0.79 1.98
H: 2.40 -2.73 -0.52
C: -1.44 2.76 -0.41
H: 3.63 1.93 -4.05
H: 2.42 -0.61 1.68
C: -2.72 4.81 -0.91
H: 4.38 -0.47 -0.02
H: -2.44 5.84 -0.64
H: -1.36 -2.96 1.29
O: -2.19 3.93 0.06
B: 1.57 2.47 2.16
H: 4.57 -1.73 -1.25
H: -5.05 -1.45 2.76
C: 3.85 0.49 -2.47
N: -3.21 0.14 2.61
C: -4.34 -4.58 1.64
C: -4.48 -2.28 2.36
N: 1.15 0.97 -1.99
N: 3.04 -0.40 -1.66
O: -1.36 2.68 -1.62
H: 2.30 2.74 -2.14
Ag: -0.46 1.81 1.50
N: -2.46 -0.87 2.22
H: 3.51 -2.61 0.85
C: 3.83 -1.15 -0.69
N: 1.32 -0.15 -0.01
H: -2.41 -5.20 0.92
C: -2.39 -3.15 1.52
H: -6.12 -3.64 2.41
H: 4.38 1.23 -1.84
H: 4.63 -0.11 -2.96
H: 0.30 1.33 -1.55
O: -2.59 1.20 2.75
H: -2.34 4.59 -1.91
H: 1.19 2.42 -3.47
H: 2.57 0.50 -4.19
C: 1.84 0.13 -1.13

=====

ORCA calculation (the ωB97M-V functional and the def2-TZVPD basis) on a 3-piece molecular cluster, C22H48BClN3O10P2S overall.

Summary:
- Strongest force on any atom: 5.75 eV/A
- Charge: -1
- Orbital gap: 6.224 eV
- Multiplicity: 1

Positions of all 88 atoms, in Å:
O: -2.35 -2.83 1.40
H: -0.26 -6.80 -1.84
H: 6.68 3.30 1.23
H: -4.83 10.27 -1.21
H: 6.62 0.97 0.33
C: -2.57 7.15 -3.56
H: 4.37 1.44 -0.68
C: -0.76 2.90 -0.56
C: 5.25 0.18 1.88
O: -5.28 6.72 -0.38
C: 2.63 -0.01 1.51
H: -0.79 1.07 -1.68
H: 4.69 -0.28 -2.75
C: 4.11 -2.00 0.66
C: -6.14 5.57 -0.38
H: -2.51 -5.03 0.72
C: -4.89 9.28 -0.78
N: -2.70 -2.01 3.40
N: -2.98 -1.02 2.50
H: 4.76 0.68 2.72
C: 2.22 1.48 1.54
C: -2.63 -6.08 0.93
H: -4.61 -9.59 -0.49
H: -4.43 9.30 0.21
H: 2.33 -1.77 -0.61
P: -4.08 6.79 -1.49
H: -2.49 8.21 -3.33
N: 6.20 -0.77 -1.48
H: -3.56 -10.70 0.43
H: -6.85 5.70 0.43
H: 3.15 0.28 -1.13
H: -1.90 1.16 1.14
H: -2.17 -6.30 1.90
H: -2.60 7.03 -4.64
O: -3.19 -8.67 0.75
C: 1.38 1.91 0.31
H: -1.52 3.66 -0.41
C: -1.62 0.64 0.23
H: -0.45 -7.72 -3.35
C: 5.07 -0.25 -1.72
O: -0.79 -9.08 0.34
H: -0.15 3.22 -1.41
C: 6.28 1.18 1.34
S: -2.91 -0.61 -0.10
H: 3.88 -2.47 1.62
H: 1.61 -3.79 -0.41
H: 7.17 1.11 1.97
H: -4.83 -9.79 1.26
H: 1.57 1.62 2.41
O: -1.96 -6.80 -0.10
H: -2.41 1.75 -1.42
P: -1.95 -8.41 -0.28
C: -2.75 -1.55 1.37
C: 3.08 -2.52 -0.33
H: 5.54 2.89 2.47
H: -2.07 -3.99 3.26
H: -5.56 4.66 -0.20
O: -2.87 6.33 -0.78
H: 6.62 -1.13 -2.34
H: -6.69 5.48 -1.32
B: 4.09 -0.35 0.80
H: 3.06 2.17 1.68
H: 1.10 1.00 -0.22
C: -1.44 1.57 -0.97
H: 5.08 -2.37 0.33
O: 2.37 -3.68 0.17
H: 1.80 -0.55 1.04
C: -2.35 -3.07 2.80
H: 3.59 -2.78 -1.27
C: -0.42 -7.79 -2.26
C: 4.16 0.36 -0.70
H: 5.03 2.90 0.76
O: -3.80 6.61 -3.07
H: -5.94 9.00 -0.71
O: -4.19 8.40 -1.65
H: 0.59 3.81 0.78
C: 5.84 2.64 1.45
Cl: 6.22 -1.16 2.68
H: -0.70 0.09 0.44
H: -0.31 2.55 1.58
H: 0.39 -8.46 -1.97
C: 0.19 2.81 0.64
H: 2.04 2.45 -0.37
H: 2.67 -0.35 2.55
O: -1.68 -8.33 -1.85
H: -3.69 -6.31 0.94
H: -1.72 6.61 -3.16
C: -4.10 -9.75 0.46

=====

ORCA calculation (the ωB97M-V functional and the def2-TZVPD basis) on a 2-piece molecular cluster, C5H13NO overall.

Summary:
- Strongest force on any atom: 2.39 eV/A
- SMILES: C=CCCNC.O
- Relative energy (zero: lowest compared OMol25 entry of this formula, charge and spin): 2.511 eV
- Orbital gap: 8.969 eV
- Multiplicity: 1

Positions of all 20 atoms, in Å:
H: -1.02 0.09 -1.84
H: -0.57 -0.91 -0.59
N: -0.58 1.72 1.17
H: 0.81 -5.01 -1.22
H: -0.04 2.43 0.74
H: 0.53 2.30 -2.02
H: 0.75 0.78 2.68
H: 2.30 1.94 -1.67
H: -0.59 1.67 3.23
H: -0.81 0.07 2.32
H: 0.06 -5.37 0.08
H: -2.08 0.31 0.51
C: 1.27 1.61 -1.64
C: -1.31 1.00 0.15
O: 0.53 -4.66 -0.37
C: 0.96 0.45 -1.05
H: 1.63 -0.23 -0.54
C: -0.52 0.15 -0.88
H: -1.98 1.74 -0.32
C: -0.29 1.01 2.41

=====

ORCA calculation (the ωB97M-V functional and the def2-TZVPD basis) on a 2-piece molecular cluster, C5H8S overall.

Summary:
- Strongest force on any atom: 3.41 eV/A
- Expectation value of S²: 2.009
- Relative energy (zero: lowest compared OMol25 entry of this formula, charge and spin): 4.535 eV
- Orbital gap (alpha / beta): 8.341 / 7.808 eV
- Multiplicity: 3

Positions of all 14 atoms, in Å:
S: 3.47 1.21 1.37
C: -0.80 -0.04 -1.44
H: 2.55 2.17 1.83
C: -1.05 -0.70 -0.17
H: -1.11 1.32 0.31
H: -1.46 -1.43 1.72
H: -0.51 -2.68 0.55
H: 3.00 -0.29 -0.05
H: -2.76 0.87 -0.53
C: -0.96 -1.68 0.70
H: 0.11 0.49 -1.75
C: -1.66 0.61 -0.36
H: -1.39 -0.60 -2.25
C: 2.58 0.76 0.06